Record 1
Here is a molecular structure, C50H56BBrHgIN14 from the OMol25 dataset. Energies are from ωB97M-V with the def2-TZVPD basis set.

Computed properties:
- 2S+1: 2
- LUMO level (alpha / beta): 0.011 / -0.062 Eh
- Expectation value of S²: 0.7528
- HOMO-LUMO gap (alpha / beta): 7.9 / 6.0 eV
- F_max: 0.012 Eh/bohr

Last column: Löwdin charge in e.
Cartesian coordinates (Å):
Hg 0.1221 -0.0871 -0.2341  0.9549
C 4.8395 2.6675 2.7487  -0.0194
C 3.6289 2.7173 1.8734  -0.2763
C 2.9408 3.8418 1.4843  0.0219
C 1.8849 3.3723 0.6929  -0.2728
N 1.9157 2.0409 0.6077  0.0935
N 2.9979 1.6487 1.3369  0.0144
B 3.4462 0.1847 1.5436  -0.5432
N 2.4426 -0.6119 2.3887  0.0310
N 1.2609 -1.0788 1.9204  0.0360
C 0.7823 -1.9088 2.8312  -0.2785
C 1.6252 -1.9344 3.9547  0.0335
C 2.6707 -1.0955 3.6347  -0.2594
C 3.8667 -0.7721 4.4669  -0.0226
C -0.3684 -2.7845 2.5645  -0.1797
C -1.1575 -3.2721 3.6034  -0.0498
C -2.1436 -4.2159 3.3561  -0.0810
C -2.3561 -4.6843 2.0667  -0.1123
C -1.5896 -4.1859 1.0213  -0.0893
C -0.6046 -3.2435 1.2682  -0.0511
N 3.7483 -0.6058 0.2410  0.0147
N 3.2148 -1.8246 0.0121  0.1172
C 3.9848 -2.4091 -0.8944  -0.2698
C 5.0146 -1.5372 -1.3032  0.0179
C 4.8331 -0.4024 -0.5455  -0.2819
C 5.6622 0.8348 -0.4799  -0.0144
C 3.7733 -3.8256 -1.2365  -0.1719
C 4.4067 -4.4133 -2.3278  -0.0425
C 4.2259 -5.7593 -2.6112  -0.0945
C 3.4103 -6.5405 -1.8060  -0.1036
C 2.7726 -5.9626 -0.7148  -0.0876
C 2.9527 -4.6194 -0.4322  -0.0391
C 0.9088 4.3276 0.1173  -0.1989
C -0.0664 4.8737 0.9496  -0.0772
C -0.8368 5.9446 0.5276  -0.0974
C -0.6380 6.4869 -0.7349  -0.0991
C 0.3154 5.9364 -1.5790  -0.0804
C 1.0921 4.8690 -1.1502  -0.0530
H 5.0271 3.6686 3.1341  0.0825
H 4.7045 1.9927 3.5911  0.0608
H 5.7236 2.3401 2.2028  0.0700
H 3.1661 4.8692 1.7151  0.1168
H 4.4838 0.2347 2.1419  0.1110
H 1.5209 -2.5367 4.8412  0.1105
H 3.8331 -1.3667 5.3780  0.0803
H 4.7953 -0.9917 3.9417  0.0819
H 3.8813 0.2818 4.7483  0.0723
H -1.0057 -2.9010 4.6099  0.1140
H -2.7482 -4.5873 4.1739  0.1049
H -3.1165 -5.4316 1.8784  0.1067
H -1.7492 -4.5422 0.0108  0.1117
H 0.0098 -2.8646 0.4587  0.0710
H 5.7974 -1.7156 -2.0220  0.1014
H 6.4929 0.7592 -1.1788  0.0806
H 5.0768 1.7234 -0.7249  0.0858
H 6.0672 0.9715 0.5240  0.0640
H 5.0373 -3.8128 -2.9727  0.1045
H 4.7240 -6.1993 -3.4660  0.0982
H 3.2781 -7.5925 -2.0233  0.0958
H 2.1379 -6.5647 -0.0763  0.0994
H 2.4655 -4.1609 0.4192  0.0986
H -0.2030 4.4591 1.9408  0.1125
H -1.5817 6.3673 1.1895  0.1054
H -1.2191 7.3427 -1.0548  0.1006
H 0.4742 6.3562 -2.5646  0.1027
H 1.8725 4.4774 -1.7893  0.1155
C 0.3344 2.0794 -2.9475  -0.1426
N -0.9447 1.6050 -3.4321  -0.2596
C -1.8795 2.6961 -3.6253  -0.1274
C -0.8238 0.7369 -4.5930  -0.1997
C -0.9610 -0.7336 -4.2233  -0.2033
N 0.0885 -1.2296 -3.3449  -0.2804
C 1.3616 -1.2860 -4.0387  -0.0931
C -0.2687 -2.5372 -2.8153  -0.1186
H 0.8436 2.7400 -3.6733  0.0940
H 0.1812 2.6325 -2.0224  0.0357
H 0.9891 1.2342 -2.7306  0.0444
H -1.9919 3.2458 -2.6906  0.0098
H -2.8589 2.3052 -3.9055  0.0839
H -1.5546 3.4056 -4.4069  0.0888
H 0.1243 0.9107 -5.1176  0.1081
H -1.6177 0.9682 -5.3078  0.1168
H -1.0086 -1.3360 -5.1509  0.1259
H -1.9108 -0.8540 -3.7015  0.0856
H 1.3345 -2.0057 -4.8749  0.0948
H 2.1349 -1.5819 -3.3502  0.0742
H 1.6262 -0.3071 -4.4357  0.0709
H 0.5026 -2.8769 -2.1253  0.0698
H -0.3684 -3.2913 -3.6141  0.0922
H -1.2183 -2.4697 -2.2795  0.0594
N -0.5106 0.9995 3.1602  0.1872
C -1.5516 0.1481 3.0771  -0.4721
N -2.2251 -0.1098 4.1979  0.1905
C -3.2434 -0.9510 4.0459  -0.4626
N -3.9637 -1.2661 5.1403  0.1697
N -3.6329 -1.5086 2.8875  0.1905
C -2.9145 -1.1419 1.8360  -0.3189
N -1.8633 -0.3373 1.8604  0.1068
C -3.3883 -1.6646 0.5211  -0.2366
C -4.1404 -2.8328 0.4604  -0.0342
C -4.6471 -3.2259 -0.7657  -0.0498
C -4.4375 -2.4117 -1.8694  -0.0507
C -3.6793 -1.2626 -1.7025  -0.1568
N -3.1292 -0.9168 -0.5456  0.0890
H -0.1543 1.2084 4.0758  0.1107
H 0.1138 1.0636 2.3703  0.0419
H -3.6879 -0.9064 6.0343  0.1014
H -4.6967 -1.9446 5.0548  0.1014
H -4.3202 -3.3976 1.3631  0.0980
H -5.2155 -4.1425 -0.8562  0.1094
H -4.8476 -2.6633 -2.8381  0.1048
H -3.5060 -0.5752 -2.5241  0.0957
Br -5.8905 1.6002 1.2785  0.7106
C -5.6872 3.2010 0.2821  -0.7333
C -6.8167 3.9802 0.0749  -0.1398
C -6.7229 5.1569 -0.6501  -0.0861
C -5.5008 5.5508 -1.1733  -0.0849
C -4.3745 4.7704 -0.9671  -0.1520
C -4.4536 3.5951 -0.2305  -0.7119
I -2.7415 2.4354 0.0621  1.0163
H -7.7640 3.6566 0.4830  0.0969
H -7.6075 5.7597 -0.8068  0.1049
H -5.4199 6.4660 -1.7453  0.1050
H -3.4184 5.0682 -1.3731  0.0820

=====

Record 2
Here is a molecular structure, C15H16BN6Re at a distorted geometry from the OMol25 dataset. Energies are from ωB97M-V with the def2-TZVPD basis set.

Computed properties:
- 2S+1: 4
- LUMO level (alpha / beta): -0.460 / -0.459 Eh
- Net charge: +3
- Expectation value of S²: 3.7720
- Energy relative to the best compared isomer or geometry (same formula, charge and spin): 0.0 kJ/mol
- HOMO-LUMO gap (alpha / beta): 4.8 / 5.0 eV
- F_max: 0.076 Eh/bohr

Last column: Löwdin charge in e.
Cartesian coordinates (Å):
Re 0.2576 -0.4609 -0.1535  1.4008
B 2.8296 -1.4336 2.0887  -0.1554
N 3.2489 -0.6810 0.9243  -0.0018
C 4.5492 -0.6946 0.5182  0.0123
C 4.5740 -0.3471 -0.7888  0.0502
C 3.2523 -0.0890 -1.0969  -0.0517
N 2.4023 -0.1964 -0.0618  -0.0859
N 1.5234 -1.6933 2.4762  -0.0138
C 1.1179 -2.1359 3.7359  0.0568
C -0.2559 -2.3956 3.6529  0.0617
C -0.6055 -2.0560 2.3285  -0.0406
N 0.4458 -1.6078 1.6181  -0.1211
H 3.7841 -2.3878 2.5479  0.3219
H 3.7070 -1.7262 3.0019  0.2497
H 5.3180 -0.9382 1.1833  0.1414
H 5.4062 -0.1371 -1.4748  0.1627
H 2.8188 0.2869 -2.0095  0.1327
H 1.7791 -2.1448 4.6183  0.1673
H -1.0138 -2.7404 4.3570  0.1487
H -1.5789 -2.1472 1.8481  0.1336
N -1.6284 -1.1891 -0.8426  -0.0467
C -2.4988 -0.0657 -1.0753  -0.2723
C -3.8474 -0.1382 -0.9299  0.0233
C -4.6308 0.9884 -1.2970  -0.0053
C -4.0531 2.1717 -1.7175  0.0393
C -2.6275 2.2450 -1.7486  -0.1132
C -1.9424 3.4574 -2.0815  0.0518
C -0.6024 3.4472 -2.1525  -0.0113
C 0.1246 2.2714 -1.8354  -0.0714
N -0.4331 1.1384 -1.3943  -0.0945
C -1.8459 1.1162 -1.4189  -0.1678
H -2.1443 -1.9752 -0.4397  0.1216
H -1.3441 -1.5428 -1.7629  0.1319
H -4.3816 -1.0898 -0.7643  0.1462
H -5.7061 0.9128 -1.1957  0.1307
H -4.6324 3.0127 -2.0904  0.1413
H -2.5601 4.3593 -2.1899  0.1561
H -0.0426 4.3350 -2.4938  0.1450
H 1.2367 2.2710 -1.8841  0.1256

=====

Record 3
Here is a single C18H24N2O2 molecule at a distorted geometry from the OMol25 dataset. Energies are from ωB97M-V with the def2-TZVPD basis set.

Computed properties:
- 2S+1: 1
- LUMO level: 0.007 Eh
- SMILES string: C[C@@H]1[C@H]2CC[C@H](/N=C/c3ccccc3O)C[C@H]2NC(=O)[C@@H]1C
- Energy relative to the best compared isomer or geometry (same formula, charge and spin): 211.4 kJ/mol
- HOMO-LUMO gap: 9.0 eV
- F_max: 0.046 Eh/bohr

Last column: Löwdin charge in e.
Cartesian coordinates (Å):
C 0.9440 2.3752 -3.7795  -0.0743
C 1.2630 2.0068 -2.3260  -0.2528
C 0.0860 1.0902 -1.7421  -0.2349
C 0.2866 -0.3910 -2.0093  -0.1670
C 1.3464 -1.0307 -1.1210  -0.1532
C 1.0509 -0.8970 0.3938  -0.3092
N -0.1007 -1.7607 0.7994  0.0993
C -0.3251 -1.9402 2.0586  -0.0825
C -1.2607 -2.9971 2.5454  -0.1324
C -2.1862 -3.5230 1.6294  -0.0413
C -3.1716 -4.3790 2.0197  -0.1146
C -3.2319 -4.7950 3.3182  -0.0857
C -2.3463 -4.2794 4.2561  -0.0109
C -1.3396 -3.3917 3.8739  -0.2673
O -0.5639 -2.8265 4.8547  0.0587
C 0.7607 0.6048 0.6957  -0.0809
C -0.2784 1.2160 -0.2671  -0.2911
N -0.4418 2.5997 0.0356  0.0993
C 0.2799 3.5949 -0.5942  -0.4317
O -0.1557 4.6894 -0.3302  0.0586
C 1.5111 3.2728 -1.4428  -0.2132
C 2.0236 4.5670 -2.1606  -0.0520
H 0.6112 1.4826 -4.2967  0.0669
H 0.1494 3.1114 -3.8887  0.0841
H 1.8539 2.7535 -4.3353  0.0996
H 2.2029 1.3952 -2.3682  0.1411
H -0.8094 1.3410 -2.2931  0.1391
H -0.6954 -0.9281 -1.8828  0.1338
H 0.5679 -0.5509 -3.0584  0.1121
H 1.4138 -2.0885 -1.3592  0.1090
H 2.3447 -0.6109 -1.2848  0.1112
H 1.9552 -1.2042 0.9048  0.1290
H 0.2931 -1.4104 2.7854  0.1114
H -2.2017 -3.2127 0.5756  0.1179
H -3.8684 -4.7148 1.2488  0.1097
H -4.0089 -5.5019 3.6663  0.1179
H -2.4057 -4.6271 5.2735  0.1136
H 0.0679 -2.2094 4.4659  0.0821
H 1.7025 1.1618 0.5986  0.1185
H 0.4056 0.7215 1.7217  0.1079
H -1.2129 0.6738 -0.1236  0.1534
H -1.2383 2.9057 0.5708  0.1498
H 2.2852 2.9701 -0.7291  0.1368
H 2.9589 4.3848 -2.6582  0.0690
H 2.2119 5.3717 -1.4203  0.0885
H 1.2666 4.9805 -2.8208  0.0765

=====

Record 4
Here is a molecular structure, C16H44N5NaO7 at a distorted geometry from the OMol25 dataset. Energies are from ωB97M-V with the def2-TZVPD basis set.

Computed properties:
- 2S+1: 2
- LUMO level (alpha / beta): -0.139 / -0.299 Eh
- Net charge: +1
- Expectation value of S²: 0.7570
- HOMO-LUMO gap (alpha / beta): 8.1 / 3.8 eV
- F_max: 0.076 Eh/bohr

Last column: Löwdin charge in e.
Cartesian coordinates (Å):
Na 0.0405 0.3809 0.4759  0.3519
N -1.3361 3.4053 -0.6689  -0.5512
O -2.4832 3.8225 -0.7118  0.2657
O -0.3873 4.1305 -0.3019  0.1990
O -1.0917 2.2991 -1.0225  0.1624
C 1.3269 -3.3800 0.4646  -0.0258
C 0.8644 -2.7806 1.8350  -0.4153
C 1.7365 -3.4145 2.9084  -0.1699
O 1.3555 -3.0792 4.3018  -0.1897
C 2.2718 -3.3121 5.2944  -0.1474
N 1.0163 -1.3431 2.0038  0.0567
H 2.3029 -2.9088 0.3485  0.0726
H 0.8989 -2.8939 -0.4121  0.0662
H 1.4722 -4.4573 0.3846  0.0904
H -0.1235 -3.1811 2.0624  0.1306
H 2.7650 -3.0725 2.7922  0.1249
H 1.7927 -4.4888 2.7328  0.1261
H 2.5788 -4.3556 5.2239  0.0859
H 1.6442 -3.3606 6.1843  0.0967
H 3.1822 -2.7201 5.3887  0.0919
H 2.0204 -1.3040 1.9018  0.0822
H 0.9210 -1.0978 2.9789  0.0859
C 3.7783 1.0750 -2.4486  -0.0521
C 2.4798 1.8334 -2.5312  -0.4475
C 1.5259 1.5018 -3.7092  -0.1605
O 2.2845 1.8619 -4.8674  -0.1955
C 1.6222 1.5661 -6.0595  -0.1048
N 1.7713 1.6774 -1.3359  0.0464
H 3.7496 0.0682 -2.0321  0.0745
H 4.4206 1.5188 -1.6879  0.0780
H 4.3078 1.0209 -3.3998  0.0864
H 2.8579 2.8525 -2.6133  0.1440
H 0.6233 2.1062 -3.6177  0.1170
H 1.2285 0.4536 -3.7371  0.1304
H 0.5798 1.8726 -5.9726  0.0851
H 1.6972 0.4789 -6.0822  0.0906
H 2.0866 2.0053 -6.9424  0.0960
H 0.8284 2.0374 -1.3747  0.0153
H 2.1641 2.3106 -0.6542  0.0684
C -3.0947 -2.7206 0.2688  -0.0560
C -2.5160 -2.1937 -1.0319  -0.4022
C -3.6499 -2.0829 -2.0837  -0.2022
O -3.1258 -1.8806 -3.3801  -0.1763
C -4.1010 -1.8917 -4.3620  -0.1233
N -1.8460 -0.8788 -0.9176  0.0636
H -3.4617 -3.7423 0.1714  0.0937
H -3.8012 -1.9868 0.6568  0.0810
H -2.3178 -2.6636 1.0313  0.0609
H -1.8625 -3.0253 -1.2955  0.1407
H -4.2470 -1.1961 -1.8713  0.1300
H -4.2090 -3.0008 -1.9021  0.1276
H -4.8077 -1.0625 -4.3318  0.0923
H -4.6251 -2.8463 -4.3151  0.0915
H -3.6156 -1.9090 -5.3378  0.0938
H -2.6077 -0.2279 -1.0453  0.0673
H -1.4555 -0.6532 -1.8213  0.0736
C 1.0342 4.2396 3.3980  -0.0269
C 0.6515 2.8728 2.8529  -0.4330
C -0.8713 2.5648 2.8250  -0.1475
O -1.0923 1.2040 2.3577  -0.2093
C -2.4409 0.9064 2.5895  -0.1125
N 1.2691 2.5642 1.5945  0.0520
H 0.3801 4.3404 4.2641  0.0888
H 0.9051 4.9059 2.5450  0.0854
H 2.0684 4.3713 3.7163  0.0886
H 1.0431 2.0795 3.4896  0.1401
H -1.3857 3.3814 2.3183  0.1300
H -1.2340 2.6151 3.8516  0.1273
H -2.8126 -0.1145 2.6777  0.0990
H -3.1598 1.4432 1.9705  0.0925
H -2.7849 1.3703 3.5139  0.0860
H 0.7990 3.1351 0.9067  0.0244
H 2.2010 2.9536 1.5972  0.0974